1.
C10H13NO3 | ωB97M-V with the def2-TZVPD basis set

The orbital gap is 9.66 eV. The strongest force on any atom comes out at 0.052 Eh/bohr. The value obtained for the LUMO energy is 0.81 eV. The value obtained for the relative energy (zero: lowest compared OMol25 entry of this formula, charge and spin) is 3.223 eV. The HOMO energy comes out at -8.85 eV. As for the total charge: 0. The SMILES is CON(C)C(=O)COc1ccccc1.

Element x y z (Å)
O  0.62091  -0.58770  2.71831
O  -1.95914  -0.61057  2.21126
O  1.38223  -1.39760  -0.57489
C  0.31822  -1.14982  1.66876
C  0.89493  2.49614  -2.02553
C  0.49246  1.39124  -2.77547
C  1.43883  2.32315  -0.76547
C  0.65223  0.09422  -2.24469
C  1.59134  1.03991  -0.24062
C  1.20186  -0.09640  -0.98325
N  -1.02202  -1.24836  1.35030
C  -2.22595  0.72881  1.74432
C  1.49112  -1.67858  0.84184
C  -1.60086  -2.07954  0.30891
H  0.74751  3.49829  -2.45634
H  0.03340  1.51804  -3.75168
H  1.64248  3.17945  -0.13323
H  0.42954  -0.75868  -2.84079
H  1.99748  0.96782  0.75372
H  -1.27914  1.25239  1.44415
H  -2.71504  1.33351  2.52141
H  -2.90397  0.67878  0.90515
H  2.42502  -1.27804  1.26127
H  1.54231  -2.78596  0.98046
H  -1.08002  -3.03451  0.33431
H  -2.68237  -2.18839  0.43036
H  -1.43336  -1.60764  -0.68254

Force components x, y, z for each atom (eV/Å):
0.12 -0.16 -0.56
1.02 -0.13 -0.47
-0.15 -0.41 0.62
-0.51 1.32 2.26
-0.44 0.45 -0.85
0.28 -0.68 0.80
-0.45 -0.52 0.13
0.21 1.10 -0.21
-0.18 -0.26 -0.18
0.42 0.88 0.44
-0.19 0.21 -0.16
0.97 0.44 -0.20
-0.55 -0.52 -1.03
0.52 0.63 -0.84
0.13 -0.49 0.37
0.17 -0.03 0.11
0.26 -0.06 -0.12
-0.33 -0.58 -0.30
0.04 -0.29 0.20
-0.78 -0.56 0.29
0.26 -0.65 0.10
-0.15 0.04 -0.46
-0.53 0.15 -0.02
-0.09 0.74 -0.52
-0.32 -0.22 -0.18
0.37 -0.07 0.38
-0.09 -0.34 0.40

Here are the Mulliken charges for atoms 1 to 6, given in e: -0.6238, -0.3126, -0.4618, 0.6150, -0.3662, -0.4640

---

2.
C10H13NOS | ωB97M-V with the def2-TZVPD basis set

The orbital gap is 9.71 eV. The strongest force on any atom comes out at 0.073 Eh/bohr. The value obtained for the LUMO energy is 0.52 eV. The value obtained for the relative energy (zero: lowest compared OMol25 entry of this formula, charge and spin) is 2.600 eV. The HOMO energy comes out at -9.18 eV. As for the total charge: 0.

Element x y z (Å)
C  0.92714  -2.37532  -0.49291
C  -0.41143  -2.35205  -0.26827
C  1.63484  -1.18763  -0.31570
C  0.85227  -0.03232  0.01935
C  -0.51564  -0.08289  -0.02044
C  3.05650  -0.95007  -0.23842
C  3.17038  0.27397  0.73286
C  -2.43223  0.79744  1.11247
C  -1.93253  1.13177  -1.37388
C  -1.40858  1.11421  0.08322
N  -1.15152  -1.28198  -0.06566
O  2.17857  1.86275  -1.19653
S  1.86075  1.41051  0.19148
H  1.56236  -3.31556  -0.62293
H  -0.99086  -3.21116  -0.54874
H  3.63792  -1.66998  0.21941
H  3.27199  -0.50385  -1.13036
H  2.89102  0.02860  1.75538
H  4.20551  0.60998  0.65708
H  -2.92609  -0.09976  0.82819
H  -3.11494  1.61027  1.07781
H  -1.98217  0.72297  2.09365
H  -1.99508  2.16531  -1.61792
H  -2.85754  0.58273  -1.59074
H  -1.15045  0.77706  -2.05398
H  -0.86201  2.01573  0.23787

Force components x, y, z for each atom (eV/Å):
3.70 -0.58 0.32
-1.56 -0.31 -1.42
-3.13 -0.04 1.38
1.03 -1.36 -1.12
-0.02 -0.74 1.63
-1.24 2.18 2.70
0.16 -0.61 -0.62
-0.05 1.06 0.15
0.22 0.44 -0.22
0.38 -2.42 -1.62
0.50 1.08 -0.31
0.03 -0.02 0.23
0.39 0.50 -0.24
-1.41 1.19 -0.08
-0.19 -0.74 0.65
1.36 -1.98 -0.12
1.75 0.38 -2.81
0.17 -0.19 0.13
-0.33 0.76 0.25
-0.44 -0.71 0.07
-1.03 0.67 0.46
-0.05 -0.10 0.30
-0.78 0.92 -0.57
0.25 0.19 0.39
-0.18 -0.17 0.07
0.47 0.60 0.39

Here are the Mulliken charges for atoms 1 to 6, given in e: -0.5486, -0.5666, 0.5157, 0.4073, -0.1586, -0.8001

---

3.
C10H13NOS | ωB97M-V with the def2-TZVPD basis set

The orbital gap (spin up / spin down) is 7.90 / 7.81 eV. The strongest force on any atom comes out at 0.092 Eh/bohr. The value obtained for the LUMO energy (spin up / spin down) is -0.75 / -0.80 eV. The value obtained for the relative energy (zero: lowest compared OMol25 entry of this formula, charge and spin) is 7.728 eV. The HOMO energy (spin up / spin down) comes out at -8.65 / -8.61 eV. As for the total charge: 0.

Element x y z (Å)
C  -1.54281  0.50515  0.46390
C  -1.48447  -1.90340  0.57469
C  -0.15493  0.53779  0.33897
C  -0.09266  -1.93106  0.35521
C  -2.23402  -0.66643  0.82270
C  0.56440  -0.65950  0.32185
C  2.36923  1.54858  2.81106
C  2.59606  -0.40953  -1.34624
C  -3.63506  -0.67789  1.17003
C  2.39082  0.85981  -2.07025
N  3.16964  -1.38648  -1.86208
O  2.71475  -1.95027  0.79773
S  2.25612  -0.58151  0.55526
H  -2.10379  1.42558  0.52373
H  -1.99524  -2.81693  0.95740
H  0.46743  1.43628  0.09506
H  0.36281  -2.88210  0.15762
H  2.65182  1.99564  1.84058
H  3.25882  1.08954  3.44093
H  -3.95011  0.38412  1.49896
H  -4.31286  -0.87285  0.26060
H  -3.97133  -1.31576  1.92370
H  1.41546  0.89599  -2.56371
H  2.31216  1.72563  -1.36135
H  3.29979  0.98274  -2.68291
H  3.32029  -2.12331  -1.16218

Force components x, y, z for each atom (eV/Å):
-0.34 -0.02 1.15
-0.67 1.03 2.14
0.65 -0.39 -0.98
-1.60 1.93 -0.10
3.80 -1.74 -2.24
-2.51 -1.10 0.25
0.92 -0.95 0.93
0.75 -0.33 0.85
-2.90 3.11 -1.66
-0.23 1.47 0.97
-0.07 -0.23 0.07
0.63 -1.00 0.38
1.18 0.70 -1.53
0.05 0.29 -0.17
0.43 0.42 -1.02
-1.10 -0.45 0.73
0.63 -0.04 0.40
0.48 -0.06 0.48
-1.36 1.01 -1.56
0.44 -1.56 -0.41
1.04 0.12 1.14
-0.08 -1.30 1.25
0.41 -0.25 -0.53
0.38 -0.67 -0.41
-0.88 0.18 -0.21
-0.06 -0.17 0.07

Here are the Mulliken charges for atoms 1 to 6, given in e: -0.9294, -0.6321, -0.1757, -0.4958, 0.9222, 0.8042

---

4.
C10H13NOY | ωB97M-V with the def2-TZVPD basis set

The orbital gap is 5.28 eV. The strongest force on any atom comes out at 0.167 Eh/bohr. The value obtained for the LUMO energy is 3.19 eV. The value obtained for the relative energy (zero: lowest compared OMol25 entry of this formula, charge and spin) is 0.333 eV. The HOMO energy comes out at -2.09 eV. As for the total charge: -1.

Element x y z (Å)
C  0.86434  -1.28097  -1.72726
C  -0.54607  -1.20791  -1.98496
C  -1.23381  -1.91205  -0.93416
C  -0.24414  -2.41136  -0.01811
C  1.05498  -2.01719  -0.50635
Y  -0.14957  -0.04751  0.07223
C  -1.61586  1.65272  -0.83591
C  -0.47831  2.03175  -1.39579
C  0.47598  2.56855  -2.14404
N  1.40833  1.08296  0.41435
H  -2.30490  -2.02963  -0.83893
H  -1.00596  -0.70678  -2.82247
H  -0.43674  -2.95952  0.89099
H  2.00011  -2.21786  -0.02681
H  1.64388  -0.83152  -2.32544
H  -2.29564  0.93875  -1.33544
H  2.16073  1.55377  0.42209
H  -1.96866  2.08798  0.11659
H  0.23050  3.36188  -2.85416
H  1.52071  2.23304  -2.07578
C  0.58300  -0.05358  3.46591
C  -0.54350  0.12459  2.48831
O  -1.65977  0.33044  2.82871
H  1.52519  -0.23415  2.93266
H  0.34776  -0.91906  4.11410
H  0.66742  0.86267  4.07966

Force components x, y, z for each atom (eV/Å):
-0.59 -1.56 -0.02
0.46 -1.80 0.03
0.95 -1.32 -0.99
0.31 -0.85 -1.57
-0.99 -1.00 -1.31
-0.07 3.83 4.72
-1.44 0.65 -0.40
1.17 1.40 -0.88
-0.27 -0.52 0.42
-6.09 -3.42 -0.80
0.05 0.05 0.03
-0.02 0.06 -0.01
-0.03 0.04 -0.01
-0.05 0.12 0.01
-0.09 0.03 0.13
0.44 0.44 0.18
7.26 4.57 0.15
0.33 -0.23 -0.47
-0.11 -0.16 0.10
-0.73 0.21 0.09
0.38 0.17 1.03
3.09 -2.04 -2.59
-3.83 1.19 1.96
-0.28 0.15 0.17
0.03 0.27 -0.02
0.11 -0.28 0.06

Here are the Mulliken charges for atoms 1 to 6, given in e: -0.2503, -0.5820, -0.6800, -0.4651, -0.2738, 0.2831